DFT (ωB97M-V/def2-TZVPD) results for a structure of composition C20H26IrN8S2.

The geometry in XYZ format:
```
57
Properties=species:S:1:pos:R:3:forces:R:3
C 2.86032 0.79109 -0.58081 0.05 -0.39 0.26
H -2.72966 -0.16341 -5.39767 0.01 -0.01 0.02
H 0.02994 4.21192 4.68207 -0.01 -0.02 0.01
H -1.45947 -5.58041 0.24033 -0.04 -0.01 0.00
H 1.76817 0.67385 2.99604 0.01 -0.01 -0.01
H -3.83805 -0.14169 -2.50187 -0.01 0.00 -0.05
C -1.35811 -4.66783 0.82651 0.11 0.07 0.02
H -2.93913 4.01546 0.79349 -0.02 -0.01 0.00
C 1.02122 1.45546 3.01737 -0.19 0.01 -0.06
H -3.51915 -1.95576 -3.85071 0.01 -0.04 0.00
H -1.09803 -0.28984 -4.72640 -0.01 -0.01 0.00
H 4.81533 -1.32036 -0.18798 0.00 -0.02 0.00
C -2.03251 0.05875 -1.72669 0.14 0.32 -0.12
N -0.09954 -4.04952 0.42612 -0.14 -0.09 0.05
H -1.88757 -2.15746 -3.21933 0.00 -0.02 0.00
H -1.25023 -4.06992 2.90110 -0.02 0.00 -0.01
N 0.08372 1.39724 2.06491 0.62 -0.38 0.38
H 0.67675 -4.64474 0.18084 -0.01 0.00 -0.02
N 1.41800 -2.43927 0.06355 -0.18 0.33 0.03
C 1.71127 2.80438 -0.41305 -0.01 -0.09 -0.07
H -2.16530 -3.99739 0.53317 -0.02 -0.01 -0.02
C 1.03433 2.44651 3.98122 0.04 -0.05 0.04
H 0.76957 3.28776 -0.18651 -0.01 0.00 -0.02
C 0.17996 -2.74293 0.44174 0.41 -0.37 0.21
C -0.89426 2.32642 2.03999 -0.16 -0.04 -0.28
N 1.72592 1.47389 -0.31045 -0.20 0.26 -0.22
C 2.79730 -0.67480 -0.42150 0.02 0.45 -0.23
H 4.22281 -1.39737 -1.84867 -0.03 0.03 0.01
S -0.32041 -0.29095 -1.88957 -0.36 -0.66 -0.78
C -3.16053 2.95834 0.96071 -0.03 -0.02 -0.02
C -0.93651 3.34849 2.97461 0.01 0.06 0.10
H -2.41605 -5.35617 2.57428 0.02 -0.01 -0.01
C 2.82356 3.52505 -0.80038 -0.06 0.07 0.02
C -2.01650 -0.84193 -4.92817 0.01 0.02 -0.03
C -1.89886 2.16760 0.97037 0.24 0.11 0.42
C -2.58374 -1.43639 -3.64832 0.06 0.12 0.03
H 2.76337 4.60068 -0.88372 0.02 -0.01 0.02
H 4.88428 3.36950 -1.38619 -0.02 0.00 -0.02
Ir 0.14192 0.21347 0.26341 -0.32 0.30 -0.13
H -0.68767 -5.72029 2.60147 0.00 0.02 -0.01
C 0.04259 3.41314 3.95258 -0.06 0.04 -0.04
H 3.67265 -2.58867 -0.66125 0.01 -0.01 0.01
S -1.03255 -1.63705 1.01777 -0.14 0.09 -0.14
C 3.99153 2.83681 -1.08630 0.08 -0.09 0.00
H -3.68335 2.87417 1.91516 0.03 -0.01 0.00
H 1.80405 2.44735 4.73958 0.01 0.02 -0.02
H -3.80994 2.60619 0.16662 0.00 0.01 -0.01
H 4.91099 0.89467 -1.17846 -0.01 0.01 -0.02
C -1.42850 -4.97250 2.31596 0.00 0.00 0.02
N -1.58904 1.25768 0.11215 -0.53 0.05 -0.12
H -1.72622 4.08454 2.92603 0.01 -0.01 0.02
C 4.01103 1.45658 -0.97488 0.08 0.14 0.00
H -1.78352 -1.63710 -5.63743 -0.02 0.01 0.01
N -2.88124 -0.43436 -2.62867 -0.13 -0.01 0.04
N 1.65346 -1.10576 0.00526 0.29 -0.16 0.65
C 3.94270 -1.54811 -0.80404 -0.02 -0.04 0.02
N -2.53111 0.86498 -0.80539 0.48 0.05 0.07
```
Positions in Å, forces in eV/Å.

Properties
Lowest unoccupied orbital energy ... -3.104 eV
Total charge ... +1
Gap between HOMO and LUMO ... 0.260 Ha
Highest occupied orbital energy ... -0.3738 hartree

Mulliken atomic charge list, values in e, 6 entries: number 1, C, carries 0.476; number 2, H, carries 0.305; number 3, H, carries 0.450; number 4, H, carries 0.401; number 5, H, carries 0.518; number 6, H, carries 0.285